The following is a DFT calculation (ωB97M-V/def2-TZVPD) of C25H15N4O4Tl as an isolated structure at a distorted geometry.

The value obtained for the lowest unoccupied orbital energy is 4.9 eV. The HOMO energy comes out at -0.88 eV. As for the net charge: -2. The gap between HOMO and LUMO is 5.78 eV. For the molar mass, the calculation gives 639.802 g/mol.

Atoms and positions in Å:
Tl -2.919 -1.523 15.869
C -2.191 3.845 18.730
C -2.463 2.691 17.999
N -1.870 1.525 18.238
C -0.848 1.460 19.084
C -0.457 2.604 19.857
C -1.168 3.792 19.676
C 0.651 2.541 20.777
C 1.395 1.378 20.819
C 1.100 0.298 19.999
C -0.074 0.223 19.215
N -0.504 -0.844 18.503
C -0.317 -2.142 18.781
C -0.264 -2.718 20.098
C -0.509 -4.079 20.273
C -0.496 -4.969 19.236
C -0.204 -4.526 17.907
C -0.167 -5.386 16.784
C -0.432 -4.833 15.561
C -0.377 -3.468 15.399
N -0.366 -2.616 16.398
C -0.316 -3.081 17.654
H -2.747 4.797 18.527
H -3.143 2.661 17.112
H -0.773 4.697 20.155
H 0.759 3.361 21.480
H 2.289 1.288 21.428
H 1.739 -0.652 20.049
H -0.307 -2.055 20.931
H -0.614 -4.435 21.293
H -0.739 -6.031 19.541
H 0.152 -6.445 16.852
H -0.572 -5.461 14.696
H -0.231 -3.040 14.430
O -2.313 2.456 13.962
C -2.714 1.293 14.143
O -3.181 0.789 15.207
C -2.617 0.339 12.982
C -2.658 0.770 11.628
C -2.773 -0.161 10.626
C -2.788 -1.507 10.944
C -2.773 -1.828 12.297
N -2.720 -0.942 13.298
C -2.584 -3.238 12.782
O -1.926 -4.022 12.034
O -3.019 -3.436 13.958
H -2.645 1.847 11.408
H -2.825 0.131 9.582
H -2.766 -2.328 10.249

Atomic partial charges in e from the Mulliken method, atoms 1 to 6: number 1, Tl, carries 0.81; number 2, C, carries -0.57; number 3, C, carries -0.22; number 4, N, carries -0.32; number 5, C, carries -0.09; number 6, C, carries 1.50